Entry 1:
Here is a molecular structure, C40H60CrGeI2NO4P from the OMol25 dataset. Energies are from wB97M-V/def2-TZVPD.

Last column: Mulliken charge in e.
Element x y z (Å)
Cr -0.88 -0.65 0.59  -0.6711
O 0.84 2.63 -1.18  -0.5788
C 0.05 1.71 -0.60  -0.2302
O 0.53 0.56 -0.28  1.4701
C -1.32 1.97 -0.45  -0.2014
C -2.10 3.09 -0.82  -1.2843
C -3.46 3.04 -0.62  -0.6323
C -4.07 1.89 -0.06  -0.8057
C -3.27 0.84 0.29  0.0490
N -1.95 0.89 0.10  1.4041
C -3.69 -0.50 0.88  0.2733
O -4.84 -0.75 1.12  -0.7505
O -2.67 -1.30 1.07  -0.4882
H 1.73 2.28 -1.21  0.4781
H -1.62 3.95 -1.26  0.5961
H -4.07 3.88 -0.90  0.4685
H -5.14 1.82 0.11  0.5925
C 1.65 -2.49 6.31  -1.6018
C 2.76 -1.79 5.54  0.4190
C 4.12 -2.42 5.89  -1.5580
C 2.58 -1.80 4.04  -0.1425
C 3.28 -0.90 3.25  -0.7344
C 3.29 -0.94 1.87  0.5390
C 4.16 0.20 1.29  -0.0368
C 5.67 -0.07 1.36  -1.7245
C 3.77 0.80 -0.05  -1.0090
C 2.55 -1.95 1.19  1.3558
C 1.76 -2.81 1.98  -0.6229
C 1.80 -2.72 3.38  -0.3917
C 0.90 -3.94 1.46  1.7474
C -0.57 -3.76 1.84  -1.5726
C 1.39 -5.30 1.96  -1.9161
C 2.88 -2.14 -0.29  0.0625
C 4.25 -2.37 -0.47  -0.3966
C 4.89 -2.29 -1.69  -1.1425
C 4.16 -1.91 -2.80  -1.3098
C 2.78 -1.81 -2.68  -0.6466
C 2.10 -2.01 -1.48  1.6618
P 0.35 -2.61 -1.58  -0.1075
C 0.83 -4.38 -2.27  2.6464
C 1.92 -5.09 -1.46  -1.9980
C 1.34 -4.40 -3.73  -1.8068
C -0.45 -5.22 -2.13  -1.6565
C -0.72 -1.78 -2.97  2.9442
C -0.39 -0.30 -3.15  -2.1521
C -0.78 -2.40 -4.37  -2.0242
C -2.15 -1.89 -2.40  -3.0145
H 1.78 -2.34 7.38  0.3939
H 1.66 -3.57 6.13  0.3664
H 0.66 -2.11 6.04  0.2632
H 2.79 -0.74 5.86  0.5366
H 4.15 -3.46 5.56  0.3143
H 4.29 -2.40 6.97  0.4465
H 4.94 -1.89 5.41  0.3556
H 3.86 -0.13 3.75  0.5747
H 3.98 1.00 2.01  0.8061
H 6.03 -0.61 0.49  0.3521
H 5.94 -0.64 2.25  0.2503
H 6.21 0.88 1.40  0.4918
H 3.94 0.14 -0.90  0.2302
H 4.36 1.71 -0.20  0.7260
H 2.72 1.06 -0.01  -0.9409
H 1.20 -3.42 3.95  0.1057
H 0.95 -3.93 0.38  -1.6896
H -0.71 -3.83 2.92  0.3065
H -1.19 -4.53 1.38  0.5627
H -0.99 -2.80 1.54  0.0426
H 1.17 -5.43 3.02  0.3526
H 2.47 -5.41 1.83  0.4386
H 0.90 -6.11 1.43  0.5163
H 4.83 -2.61 0.41  0.6224
H 5.96 -2.47 -1.76  0.4084
H 4.64 -1.75 -3.76  0.4452
H 2.21 -1.62 -3.57  0.2872
H 2.84 -4.51 -1.40  0.3861
H 2.15 -6.01 -1.99  0.7157
H 1.62 -5.38 -0.46  0.3394
H 2.33 -4.86 -3.77  0.3879
H 1.44 -3.43 -4.19  0.2678
H 0.68 -4.99 -4.36  0.4854
H -0.76 -5.28 -1.09  0.0225
H -0.27 -6.23 -2.49  0.5330
H -1.29 -4.81 -2.70  0.3939
H 0.65 -0.11 -3.43  0.1567
H -0.61 0.27 -2.26  0.7315
H -1.03 0.09 -3.95  0.5744
H 0.08 -2.14 -4.99  0.3996
H -1.67 -1.98 -4.86  0.5692
H -0.90 -3.48 -4.37  0.3111
H -2.24 -1.49 -1.39  1.2579
H -2.50 -2.92 -2.36  0.3036
H -2.83 -1.32 -3.04  0.5738
I -0.03 4.08 2.16  0.1985
I -1.35 5.65 3.87  -0.1208
C -2.97 1.49 3.71  -0.8938
Ge -1.58 0.13 3.92  0.4990
C -2.37 -1.60 4.36  -1.0173
C -0.47 0.70 5.45  -1.0358
C -0.33 0.04 2.42  1.7674
H -3.51 1.58 4.65  0.4772
H -3.69 1.24 2.94  0.3396
H -2.53 2.46 3.47  -0.0115
H -2.90 -1.53 5.31  0.5048
H -1.58 -2.35 4.47  0.1145
H -3.06 -1.92 3.58  0.3492
H -1.06 0.76 6.36  0.3895
H -0.03 1.68 5.25  0.3424
H 0.34 -0.01 5.61  0.0866
H 0.50 -0.62 2.71  -1.5878
H 0.09 1.03 2.25  0.1234

The multiplicity is 5. Its electronic energy is -162562.6852 eV. As for the expectation value of S²: 6.115. The lowest unoccupied orbital energy (spin up / spin down) is -1.576 / -1.599 eV. As for the HOMO energy (spin up / spin down): -0.2285 / -0.3188 Eh. The HOMO-LUMO gap (spin up / spin down) is 0.1706 / 0.2600 Ha.

---

Entry 2:
Here is 4 unconnected molecules or ions with the total composition C40H60F3N4O10S5 at a distorted geometry from the OMol25 dataset. Energies are from wB97M-V/def2-TZVPD.

Last column: Mulliken charge in e.
Element x y z (Å)
C 3.34 -7.10 0.67  -1.2452
C 4.37 -6.06 0.16  -0.1845
O 3.62 -4.93 -0.27  -0.2329
C 4.41 -3.81 -0.55  -1.5302
C 4.13 -2.68 0.50  2.8056
C 4.85 -3.17 1.81  -0.3141
C 4.65 -2.27 3.03  -1.3338
F 6.21 -3.37 1.59  -0.4439
C 4.83 -1.36 0.09  -2.1206
N 3.95 -0.33 -0.60  0.0545
C 2.54 -0.29 -0.05  1.3247
C 2.59 0.24 1.41  -1.8881
N 1.52 -0.33 2.26  -0.2744
N 1.62 0.44 -0.94  0.6911
C 0.56 1.14 -0.25  -0.1302
O -0.57 0.76 -0.18  -0.0153
F 0.81 2.38 0.30  -0.2722
C 2.27 1.43 -1.76  0.4155
O 2.98 2.32 -1.42  -0.4139
F 1.96 1.31 -3.06  -0.2351
C 2.11 -1.82 -0.15  -0.9395
C 0.61 -2.11 -0.07  -1.4026
C -0.12 -2.08 -1.46  -0.2824
C -1.56 -2.63 -1.35  -0.5694
S -2.74 -1.24 -1.58  -0.1117
C -3.58 -0.91 -0.05  0.1487
S -3.78 0.66 0.35  -0.2037
N -4.13 -1.89 0.83  0.4389
C -4.49 -3.14 0.22  0.3863
C -4.14 -4.40 0.67  -0.2696
C -4.59 -5.53 -0.01  -0.8261
C -5.38 -5.46 -1.13  -0.5344
C -5.75 -4.19 -1.59  -0.6807
C -5.31 -3.07 -0.91  -0.0791
C -3.43 -1.99 2.09  -0.5073
C -4.05 -1.45 3.21  0.1827
C -3.43 -1.46 4.45  -0.9239
C -2.16 -2.01 4.61  -0.6100
C -1.54 -2.57 3.51  -1.1433
C -2.17 -2.54 2.27  0.0356
O 2.77 -2.58 0.86  -0.4578
H 2.52 -6.59 1.19  0.2777
H 2.91 -7.63 -0.19  0.3224
H 3.83 -7.81 1.35  0.3847
H 4.99 -6.48 -0.65  0.3866
H 5.05 -5.85 1.00  0.2499
H 4.14 -3.40 -1.55  0.3261
H 5.49 -4.04 -0.61  0.5044
H 4.37 -4.13 2.04  0.4689
H 5.29 -1.37 2.94  0.3480
H 3.61 -2.02 3.24  0.1189
H 5.06 -2.81 3.90  0.5139
H 5.62 -1.62 -0.64  0.4415
H 5.35 -0.84 0.90  0.4074
H 3.95 -0.59 -1.59  0.5872
H 4.42 0.57 -0.45  0.4467
H 3.53 -0.03 1.93  0.5876
H 2.57 1.34 1.47  0.3669
H 1.91 -0.73 3.10  0.3020
H 0.89 0.41 2.54  0.2296
H 2.42 -2.12 -1.18  0.7520
H 0.06 -1.54 0.68  0.0358
H 0.52 -3.17 0.25  0.9374
H 0.46 -2.78 -2.09  0.3714
H -0.15 -1.08 -1.90  0.1613
H -1.77 -3.17 -0.42  0.2275
H -1.76 -3.34 -2.16  0.4526
H -3.53 -4.52 1.57  0.4229
H -4.31 -6.52 0.36  0.3670
H -5.72 -6.34 -1.68  0.4035
H -6.38 -4.06 -2.47  0.3981
H -5.60 -2.09 -1.29  0.4447
H -5.04 -0.99 3.11  0.5348
H -3.99 -1.02 5.27  0.4936
H -1.68 -2.01 5.59  0.4345
H -0.56 -3.04 3.59  0.4873
H -1.63 -2.98 1.44  0.4838
C 1.75 5.69 -1.20  0.0061
C 3.23 5.79 -1.59  -0.5129
C 3.47 7.20 -2.14  -0.7213
S 2.26 8.26 -1.34  1.1332
O 1.35 8.75 -2.34  -0.6427
O 2.93 9.14 -0.42  -0.6498
C 1.44 6.96 -0.42  -0.8264
H 1.54 4.80 -0.61  -0.1390
H 1.13 5.65 -2.11  0.2600
H 3.85 5.62 -0.71  0.3287
H 3.50 5.03 -2.33  0.2273
H 4.46 7.56 -1.91  0.3685
H 3.29 7.25 -3.21  0.3764
H 0.37 7.18 -0.35  0.4310
H 1.88 6.93 0.58  0.3787
C -5.57 3.49 3.64  -0.8181
C -4.75 4.44 4.51  -0.6241
C -3.98 3.59 5.53  -0.7836
S -3.73 1.99 4.75  1.3475
O -4.47 1.01 5.50  -0.7052
O -2.33 1.82 4.44  -0.7147
C -4.62 2.36 3.25  -0.3110
H -5.98 3.99 2.77  0.3817
H -6.41 3.09 4.22  0.3316
H -4.05 4.99 3.89  0.2793
H -5.38 5.18 5.02  0.3567
H -3.02 4.02 5.77  0.3442
H -4.56 3.43 6.44  0.3669
H -5.14 1.47 2.90  0.2370
H -3.90 2.70 2.51  0.2444
C 0.33 3.11 -6.22  -0.7247
C -0.97 3.27 -5.43  -0.3813
C -1.97 2.25 -5.97  -0.6609
S -0.99 0.88 -6.60  1.1076
O -1.17 0.80 -8.02  -0.6579
O -1.17 -0.27 -5.75  -0.6109
C 0.60 1.61 -6.26  -0.1419
H 1.16 3.65 -5.75  0.3681
H 0.20 3.49 -7.23  0.3511
H -0.78 3.08 -4.37  0.0770
H -1.37 4.28 -5.51  0.3633
H -2.64 1.88 -5.20  0.3573
H -2.55 2.65 -6.80  0.3441
H 1.31 1.32 -7.03  0.4497
H 0.93 1.24 -5.29  -0.1777

The multiplicity is 1. Its electronic energy is -131207.3010 eV. The charge is +1. The lowest unoccupied orbital energy is -3.683 eV. As for the HOMO energy: -0.3701 Eh. The HOMO-LUMO gap is 0.2347 Ha.

---

Entry 3:
Here is 10 unconnected molecules or ions with the total composition C40H60O20 at a distorted geometry from the OMol25 dataset. Energies are from wB97M-V/def2-TZVPD.

Last column: Mulliken charge in e.
Element x y z (Å)
O -2.00 1.67 -2.47  -0.5715
C -1.32 1.93 -1.49  0.5559
C -0.45 1.06 -0.75  -0.3746
C -0.70 1.57 0.66  -0.5008
C -0.59 3.09 0.35  -0.3962
O -1.20 3.22 -0.95  -0.3526
H -0.86 0.07 -0.93  0.2551
H 0.58 1.23 -1.06  0.2496
H -1.60 1.10 1.05  0.2872
H 0.11 1.28 1.33  0.2869
H -1.16 3.76 0.99  0.2937
H 0.47 3.34 0.34  0.2672
O 1.08 1.75 10.97  -0.5770
C 2.07 1.80 10.26  0.4467
C 3.36 2.39 10.69  -0.2921
C 4.24 1.90 9.58  -0.6074
C 3.27 1.78 8.37  -0.3590
O 2.09 1.39 8.94  -0.3141
H 3.24 3.47 10.62  0.2205
H 3.69 2.12 11.69  0.2868
H 5.11 2.52 9.37  0.3417
H 4.69 0.95 9.87  0.2782
H 3.22 2.73 7.83  0.2694
H 3.71 1.05 7.69  0.3063
O -0.24 -5.63 3.44  -0.6224
C -1.19 -6.39 3.47  0.5084
C -2.46 -6.27 4.19  -0.2976
C -3.08 -7.66 4.06  -0.4823
C -2.48 -8.11 2.75  -0.4021
O -1.20 -7.49 2.74  -0.3323
H -2.27 -5.95 5.21  0.2889
H -3.04 -5.53 3.64  0.2236
H -2.70 -8.39 4.78  0.2444
H -4.16 -7.78 3.98  0.3238
H -2.31 -9.19 2.70  0.2886
H -3.06 -7.84 1.87  0.2590
O 3.82 -1.09 -7.79  -0.6229
C 4.19 -1.79 -8.72  0.5213
C 5.67 -2.07 -9.15  -0.3594
C 5.53 -2.88 -10.43  -0.5089
C 4.06 -3.31 -10.32  -0.4432
O 3.36 -2.38 -9.53  -0.3320
H 6.17 -1.12 -9.30  0.2490
H 6.24 -2.55 -8.35  0.2757
H 5.50 -2.16 -11.25  0.2286
H 6.38 -3.48 -10.74  0.3745
H 3.61 -3.42 -11.30  0.3440
H 3.99 -4.19 -9.67  0.2729
O 8.68 -3.48 -1.51  -0.5717
C 8.28 -2.50 -0.96  0.5432
C 8.57 -1.01 -1.26  -0.3748
C 7.19 -0.45 -0.90  -0.5646
C 6.75 -1.38 0.21  -0.4444
O 7.34 -2.63 -0.09  -0.3224
H 9.38 -0.61 -0.65  0.2907
H 8.71 -0.92 -2.34  0.2434
H 7.15 0.62 -0.68  0.3468
H 6.57 -0.48 -1.80  0.2657
H 7.06 -0.87 1.12  0.2496
H 5.68 -1.47 0.41  0.3385
O 1.05 -9.72 -4.22  -0.6051
C 1.12 -8.48 -4.18  0.5923
C 0.25 -7.41 -4.85  -0.4787
C 0.46 -6.30 -3.92  -0.5115
C 1.97 -6.49 -3.55  -0.3975
O 2.12 -7.87 -3.58  -0.3059
H 0.50 -7.16 -5.88  0.2546
H -0.79 -7.70 -4.98  0.2855
H 0.20 -5.30 -4.29  0.3543
H -0.26 -6.54 -3.13  0.2380
H 2.57 -5.99 -4.31  0.2646
H 2.23 -6.08 -2.57  0.3098
O -10.61 -0.77 -1.32  -0.6297
C -9.74 -1.53 -0.85  0.5276
C -8.42 -1.84 -1.55  -0.3699
C -7.72 -2.54 -0.45  -0.4563
C -8.81 -3.16 0.38  -0.3760
O -9.89 -2.27 0.19  -0.3211
H -8.64 -2.40 -2.46  0.2521
H -8.00 -0.88 -1.87  0.2556
H -7.01 -3.28 -0.80  0.3200
H -7.13 -1.83 0.13  0.2375
H -9.07 -4.17 0.07  0.2657
H -8.51 -3.18 1.42  0.2945
O -6.06 -0.63 6.75  -0.5856
C -5.86 0.51 6.29  0.5158
C -4.79 1.46 6.62  -0.3715
C -5.37 2.80 6.03  -0.6434
C -6.11 2.24 4.82  -0.3602
O -6.55 0.98 5.16  -0.3107
H -4.61 1.59 7.69  0.3011
H -3.87 1.22 6.09  0.2370
H -6.04 3.22 6.79  0.2700
H -4.75 3.66 5.78  0.3727
H -6.97 2.89 4.64  0.3031
H -5.42 2.28 3.97  0.2717
O -1.09 3.20 -13.77  -0.6192
C -0.93 3.68 -12.63  0.5514
C 0.26 3.32 -11.82  -0.4376
C -0.12 3.84 -10.45  -0.3537
C -1.22 4.82 -10.74  -0.3773
O -1.78 4.39 -11.94  -0.3303
H 0.54 2.27 -11.95  0.2687
H 1.24 3.68 -12.13  0.2458
H -0.46 3.07 -9.76  0.2617
H 0.71 4.41 -10.02  0.2687
H -2.05 4.81 -10.04  0.2709
H -0.88 5.85 -10.87  0.2512
O 0.90 8.31 6.46  -0.5600
C 0.93 9.32 7.11  0.4956
C -0.10 10.48 7.11  -0.3265
C 0.81 11.60 7.60  -0.5293
C 1.98 10.97 8.40  -0.3602
O 2.06 9.68 7.79  -0.3583
H -0.56 10.64 6.14  0.2790
H -0.86 10.18 7.84  0.2415
H 1.18 12.23 6.79  0.2736
H 0.35 12.34 8.25  0.3301
H 2.97 11.42 8.33  0.2732
H 1.82 10.88 9.48  0.2413

The multiplicity is 1. Its electronic energy is -83400.4273 eV. Its SMILES is O=C1CCCO1.O=C1CCCO1.O=C1CCCO1.O=C1CCCO1.O=C1CCCO1.O=C1CCCO1.O=C1CCCO1.O=C1CCCO1.O=C1CCCO1.O=C1CCCO1. The lowest unoccupied orbital energy is 0.014 eV. As for the HOMO energy: -0.3624 Eh. The HOMO-LUMO gap is 0.3629 Ha.

---

Entry 4:
Here is a molecular structure, C40H61N3P3RuSSi at a distorted geometry from the OMol25 dataset. Energies are from wB97M-V/def2-TZVPD.

Last column: Mulliken charge in e.
Element x y z (Å)
Ru 0.50 0.54 0.81  -0.4337
C -0.94 1.16 5.10  -1.5609
C -1.08 -0.18 4.39  0.1430
C -2.50 -0.42 3.87  -1.4221
P 0.18 -0.40 3.03  1.9749
C 1.76 -0.19 4.01  0.5963
C 2.24 1.26 3.80  -1.1789
C 2.86 -1.17 3.61  -1.1992
C 0.07 -2.19 2.66  -0.6796
C 0.29 -3.09 3.70  -0.9904
C 0.35 -4.46 3.46  -0.9332
C 0.23 -4.93 2.16  -1.1619
C -0.01 -4.03 1.13  -0.8044
C -0.15 -2.66 1.36  0.3149
Si -0.67 -1.49 -0.06  1.2849
C -1.12 -2.49 -1.61  0.5191
C -1.86 -3.67 -1.57  -0.3167
C -2.20 -4.34 -2.73  -1.0481
C -1.77 -3.86 -3.96  -0.9515
C -1.04 -2.69 -4.03  -0.4009
C -0.71 -2.00 -2.86  -0.0037
P 0.11 -0.38 -2.84  0.7468
C -0.45 0.59 -4.35  1.3125
C -1.97 0.47 -4.48  -1.6136
C 0.25 0.36 -5.68  -1.5261
C 1.93 -0.76 -2.97  1.8552
C 2.69 0.56 -2.84  -1.1858
C 2.37 -1.60 -4.17  -1.5774
C -2.36 -0.72 0.47  0.8472
C -3.33 -1.64 0.86  -0.5755
C -4.61 -1.24 1.20  -0.9394
C -4.95 0.10 1.15  -1.1500
C -4.00 1.04 0.77  -0.2086
C -2.70 0.64 0.43  -0.0327
P -1.40 1.83 -0.06  0.2643
C -1.93 2.43 -1.74  3.2854
C -0.96 3.50 -2.24  -1.6429
C -3.38 2.90 -1.79  -1.5185
C -1.48 3.38 0.99  0.9883
C -2.20 3.21 2.32  -1.6661
C -0.01 3.79 1.23  -1.8140
H -1.77 1.29 5.80  0.4643
H -0.98 2.00 4.40  0.2165
H -0.02 1.23 5.67  0.4084
H -0.84 -0.98 5.09  0.8972
H -2.79 0.35 3.15  0.1620
H -3.20 -0.39 4.70  0.5914
H -2.58 -1.39 3.38  0.2670
H 1.51 -0.33 5.06  0.7633
H 2.52 1.42 2.76  -0.1209
H 3.11 1.47 4.42  0.5323
H 1.46 1.98 4.06  0.2931
H 2.86 -1.33 2.53  0.0735
H 2.73 -2.14 4.08  0.3961
H 3.83 -0.78 3.90  0.4874
H 0.44 -2.74 4.71  0.4629
H 0.50 -5.15 4.28  0.4679
H 0.30 -5.98 1.95  0.4798
H -0.13 -4.41 0.12  0.7666
H -2.23 -4.05 -0.62  0.4136
H -2.80 -5.24 -2.69  0.4618
H -2.02 -4.39 -4.87  0.4954
H -0.71 -2.32 -4.99  0.3103
H -0.22 1.62 -4.05  -0.0289
H -2.26 -0.41 -5.04  0.3635
H -2.36 1.34 -5.02  0.5023
H -2.47 0.43 -3.51  0.4232
H 0.21 -0.67 -6.02  0.2248
H 1.29 0.68 -5.66  0.3466
H -0.25 0.98 -6.43  0.5024
H 2.09 -1.35 -2.07  -0.8286
H 2.42 1.26 -3.63  0.3569
H 3.77 0.40 -2.90  0.4576
H 2.47 1.03 -1.88  0.0767
H 2.44 -1.01 -5.08  0.3058
H 1.69 -2.44 -4.34  0.3609
H 3.37 -2.01 -3.98  0.4580
H -3.08 -2.70 0.90  0.2979
H -5.35 -1.98 1.51  0.4585
H -5.94 0.43 1.42  0.4757
H -4.28 2.08 0.73  0.6147
H -1.83 1.54 -2.37  -2.9032
H -1.08 4.44 -1.69  0.3824
H -1.17 3.72 -3.29  0.4956
H 0.08 3.18 -2.15  0.2887
H -3.57 3.71 -1.09  0.2756
H -4.07 2.09 -1.60  0.4554
H -3.58 3.28 -2.79  0.5255
H -1.96 4.17 0.40  0.8426
H -1.92 2.26 2.79  -0.0520
H -3.28 3.22 2.21  0.3467
H -1.93 4.02 2.99  0.5617
H 0.52 2.99 1.76  0.3395
H 0.04 4.69 1.84  0.5807
H 0.51 3.99 0.29  0.3031
C 5.18 2.83 -1.07  -1.0209
C 5.08 2.24 0.35  -0.7164
C 4.29 0.98 0.34  0.1202
N 3.01 0.89 0.42  -0.6117
N 2.53 -0.39 0.32  0.4830
C 3.47 -1.29 0.16  -0.6292
N 3.23 -2.60 0.02  -0.0755
S 5.05 -0.58 0.12  -0.2029
H 5.81 3.72 -1.05  0.4554
H 4.20 3.10 -1.44  0.1945
H 5.64 2.11 -1.75  0.3050
H 4.61 2.96 1.02  0.2442
H 6.08 2.03 0.73  0.4493
H 2.30 -2.96 0.15  0.0708
H 3.99 -3.26 0.01  0.2369

The multiplicity is 2. Its electronic energy is -96089.4545 eV. The charge is +2. As for the expectation value of S²: 0.783. The lowest unoccupied orbital energy (spin up / spin down) is -6.618 / -6.147 eV. As for the HOMO energy (spin up / spin down): -0.4823 / -0.4764 Eh. The HOMO-LUMO gap (spin up / spin down) is 0.2391 / 0.2505 Ha.